Entry 1:
This record from OMol25 describes the molecule C8H11NO3. The level of theory is wB97M-V/def2-TZVPD.

Output
LUMO: 0.5 eV
strongest force on any atom: 0.0731 hartree/bohr
E_tot: -591.7961 Eh
HOMO: -9.155 eV
multiplicity: 1
orbital gap: 9.66 eV
relative energy (zero: lowest compared OMol25 entry of this formula, charge and spin): 343.18 kJ/mol

Atoms and positions in Å:
C  -2.08555  1.14499  0.26470
C  -1.03191  0.10139  -0.28137
C  -1.73447  -1.22440  -0.47333
C  0.29293  0.37344  -0.45968
C  0.87672  1.73062  -0.30446
C  1.23022  -0.71725  -1.07573
C  2.50308  -0.58592  -0.37783
O  3.52588  -0.10241  -0.71066
O  2.51155  -0.97698  1.01919
N  1.35668  -1.41017  1.61372
C  0.55355  -0.87555  2.33496
O  -0.38231  -0.64573  2.92954
H  -2.19711  1.01413  1.30369
H  -3.10959  0.98945  -0.12640
H  -1.75171  2.11887  -0.03493
H  -1.10391  -2.13165  -0.16697
H  -1.87505  -1.35031  -1.54939
H  -2.79440  -1.38050  0.04539
H  1.56897  1.90248  -1.12469
H  1.38270  1.89539  0.60722
H  0.05049  2.43261  -0.40109
H  1.32574  -0.52634  -2.09465
H  0.88750  -1.77619  -0.93725

Cartesian forces, eV/Å:
C 0.9 -1.0 -2.1
C -0.9 0.8 1.2
C -0.2 -2.0 0.6
C -2.1 -1.8 -0.5
C -0.9 0.0 -1.4
C -1.7 -0.7 2.2
C 0.5 0.0 1.8
O 0.5 0.0 -0.6
O 0.5 0.6 -0.4
N 0.8 -1.2 -1.1
C 1.8 -0.5 -1.9
O -2.8 1.1 2.3
H 0.2 0.2 1.5
H 0.7 -0.1 -0.3
H -0.2 0.7 0.4
H -0.8 1.3 -0.3
H -0.3 -0.1 0.0
H 2.4 0.8 -1.0
H 0.2 0.2 0.0
H 0.6 0.1 1.1
H 0.4 0.3 0.1
H 0.5 0.3 -1.8
H -0.1 1.1 0.0

What are the Mulliken partial charges on each atom? They are as follows, in elementary charge units: C -1.559; C 0.925; C -1.394; C 0.293; C -1.724; C -0.267; C 0.495; O -0.504; O -0.150; N -0.382; C 0.667; O -0.380; H 0.324; H 0.401; H 0.412; H 0.291; H 0.363; H 0.316; H 0.343; H 0.327; H 0.433; H 0.471; H 0.298



Entry 2:
This record from OMol25 describes the molecule C8H11NOS. The level of theory is wB97M-V/def2-TZVPD.

Output
LUMO: 0.4 eV
strongest force on any atom: 0.1372 hartree/bohr
E_tot: -839.4391 Eh
HOMO: -8.698 eV
multiplicity: 1
orbital gap: 9.12 eV
relative energy (zero: lowest compared OMol25 entry of this formula, charge and spin): 461.37 kJ/mol

Atoms and positions in Å:
O  -0.64070  -1.36997  1.79734
C  -0.31838  -0.00563  2.07377
C  0.98332  0.22657  1.28699
C  0.59386  1.39604  0.44756
C  -0.34067  2.26823  1.49902
C  -1.34897  1.10287  1.61923
C  -1.76341  0.94485  0.04320
C  -0.46018  1.09133  -0.65856
N  0.10228  -0.17685  -1.21838
C  0.57630  -0.95766  -1.93641
S  1.35883  -2.19531  -2.73101
H  -1.83789  -1.27477  1.95693
H  -0.04142  0.29778  3.15587
H  1.07155  -0.70822  0.73369
H  2.10348  0.42172  1.76511
H  1.30455  1.95675  -0.20768
H  -0.64235  3.43212  1.36968
H  -0.05654  2.18292  2.60337
H  -2.26867  1.12655  2.18449
H  -1.99048  -0.13733  -0.36790
H  -2.52332  1.70210  -0.13102
H  0.01824  1.92360  -1.46530

Cartesian forces, eV/Å:
O -6.7 1.7 1.6
C 1.2 0.7 1.5
C 2.5 0.2 0.2
C -0.5 3.4 -0.1
C 0.1 0.7 1.7
C 0.2 -1.0 -3.6
C -0.3 -2.7 0.5
C 5.1 1.0 -1.9
N -2.0 1.7 0.0
C 1.7 -2.7 -1.3
S -1.2 1.9 0.9
H 5.5 -1.2 -0.7
H -1.0 -1.3 -1.0
H 0.5 0.3 -0.3
H -3.3 -0.5 -0.4
H 0.5 -0.4 1.8
H 0.4 -3.1 -0.4
H 1.1 0.9 -1.5
H 0.1 0.4 0.6
H -0.8 2.0 1.4
H -0.1 -0.3 -0.5
H -3.0 -2.0 1.5

What are the Mulliken partial charges on each atom? They are as follows, in elementary charge units: O -0.595; C 0.313; C -1.085; C -0.133; C -0.725; C -0.556; C -0.771; C 0.127; N -0.228; C 0.221; S -0.324; H 0.388; H 0.237; H 0.404; H 0.186; H 0.581; H 0.260; H 0.289; H 0.427; H 0.288; H 0.339; H 0.357



Entry 3:
This record from OMol25 describes the molecule C8H11O3PS. The level of theory is wB97M-V/def2-TZVPD.

Output
LUMO (spin up / spin down): 0.8 / -2.5 eV
strongest force on any atom: 0.1272 hartree/bohr
E_tot: -1276.5649 Eh
HOMO (spin up / spin down): -6.409 / -9.342 eV
multiplicity: 3
orbital gap (spin up / spin down): 7.17 / 6.88 eV

Atoms and positions in Å:
C  -2.10830  -2.22210  0.82424
C  -1.08326  -1.27557  1.00331
C  -2.80495  -2.02002  -0.30377
C  -0.94879  -0.40643  -0.04058
C  -1.76882  2.43835  0.12467
C  2.76709  -1.36934  -0.10754
C  -0.33724  2.56941  0.08464
C  2.77704  0.14768  -0.23676
O  -2.53006  2.08774  0.98561
O  0.52074  0.97418  -2.07100
O  1.66259  0.76291  0.23460
P  0.27192  0.93034  -0.62183
S  -2.17665  -0.76426  -1.22362
H  -2.17794  -3.02400  1.51100
H  -0.52628  -1.27130  1.93081
H  -3.68981  -2.55101  -0.62709
H  -2.34070  3.06435  -0.64161
H  2.31751  -1.63419  0.89980
H  2.03662  -1.68155  -0.84324
H  3.73561  -1.99041  -0.33090
H  -0.01862  2.82523  1.14604
H  -0.01903  3.36675  -0.70958
H  2.91421  0.37854  -1.31803
H  3.52711  0.66472  0.33083

Cartesian forces, eV/Å:
C 0.7 0.3 0.6
C 0.7 0.3 0.4
C -1.0 -0.5 -0.6
C 0.6 1.0 -1.5
C 0.6 2.6 -6.0
C 0.1 -1.1 0.9
C 1.9 0.5 -0.2
C 2.6 -0.7 -1.9
O -3.3 -1.8 4.7
O -0.6 -0.2 0.0
O -3.9 0.6 0.6
P 0.7 -0.1 2.0
S 0.4 0.7 -0.2
H -0.7 -0.6 0.5
H 0.4 0.2 -0.2
H 0.2 -0.1 -0.1
H 0.3 -0.3 0.5
H 0.8 0.1 -1.0
H -0.2 -0.5 -0.2
H -1.6 1.7 0.6
H 0.5 -0.4 -1.3
H -0.5 -1.4 1.7
H 0.1 0.1 0.6
H 1.1 -0.3 0.1

What are the Mulliken partial charges on each atom? They are as follows, in elementary charge units: C -0.481; C -0.223; C -0.466; C 0.081; C -0.322; C -0.867; C -0.235; C -0.314; O -0.292; O -0.744; O -0.393; P 0.827; S -0.103; H 0.406; H 0.420; H 0.396; H 0.292; H 0.200; H 0.263; H 0.315; H 0.274; H 0.339; H 0.305; H 0.321



Entry 4:
This record from OMol25 describes the molecule C8H11OPS. The level of theory is wB97M-V/def2-TZVPD.

Output
LUMO (spin up / spin down): -0.9 / -0.9 eV
strongest force on any atom: 0.0835 hartree/bohr
E_tot: -1126.0482 Eh
HOMO (spin up / spin down): -7.129 / -7.130 eV
multiplicity: 1
orbital gap (spin up / spin down): 6.23 / 6.23 eV
relative energy (zero: lowest compared OMol25 entry of this formula, charge and spin): 304.20 kJ/mol

Atoms and positions in Å:
C  2.25607  -1.55031  1.53550
C  1.76293  -0.21905  1.86420
P  -0.12015  0.73442  1.11055
S  -0.28364  2.15044  2.49082
C  -1.31715  1.08391  -0.17480
C  -2.38534  2.10574  -0.07523
C  -1.34827  0.37722  -1.42817
C  -0.40815  -0.68521  -1.64886
C  -0.49118  -1.10750  -2.93959
O  -1.52485  -0.43466  -3.55602
C  -2.07669  0.34741  -2.62200
H  1.81897  -2.30858  2.23649
H  3.32138  -1.50096  1.65236
H  2.11639  -1.83626  0.38719
H  2.52846  0.64509  1.71509
H  1.40894  -0.11059  2.81470
H  -2.59626  2.33628  -1.16651
H  -3.24364  1.74094  0.35108
H  -2.04908  2.95466  0.47239
H  0.29541  -0.71905  -0.80706
H  -0.20485  -2.00264  -3.51567
H  -2.97805  0.84607  -2.82577

Cartesian forces, eV/Å:
C -0.8 -1.9 -2.3
C 0.6 3.0 -3.0
P -1.1 2.0 0.3
S 0.2 -0.6 -0.1
C 1.7 -1.4 0.4
C 1.8 0.8 -2.1
C 0.2 -2.4 -2.0
C 1.1 0.9 0.1
C -0.5 -0.8 0.1
O -0.1 -0.8 0.7
C 0.9 1.4 2.3
H 0.4 0.4 -1.0
H 0.7 -0.3 0.2
H 0.1 0.4 2.5
H -1.7 -1.4 -0.3
H -1.3 0.3 2.4
H 0.0 0.3 1.4
H -2.2 -1.0 1.2
H 0.1 0.9 0.3
H 0.2 -1.3 -0.9
H 0.4 0.9 0.5
H -0.8 0.6 -0.8

What are the Mulliken partial charges on each atom? They are as follows, in elementary charge units: C -0.758; C -0.632; P 0.628; S -0.439; C 0.460; C -1.457; C 0.588; C 0.073; C -0.504; O -0.291; C -0.747; H 0.255; H 0.335; H 0.195; H 0.358; H 0.449; H 0.305; H 0.304; H 0.441; H -0.325; H 0.338; H 0.424



Entry 5:
This record from OMol25 describes a 2-piece molecular cluster, C8H12 overall. The level of theory is wB97M-V/def2-TZVPD.

Output
LUMO: 0.9 eV
strongest force on any atom: 0.0391 hartree/bohr
E_tot: -311.8668 Eh
HOMO: -8.676 eV
multiplicity: 1
orbital gap: 9.60 eV
relative energy (zero: lowest compared OMol25 entry of this formula, charge and spin): 313.96 kJ/mol

Atoms and positions in Å:
C  -0.05783  -2.18549  -2.05233
C  0.19627  -1.64303  -0.71668
C  0.40728  -1.19171  0.39377
C  0.66075  -0.64856  1.72923
H  0.37317  -1.52428  -2.82283
H  -1.14285  -2.27267  -2.23045
H  0.39663  -3.18550  -2.15264
H  1.26083  0.27431  1.66001
H  -0.29119  -0.41220  2.23378
H  1.21162  -1.38123  2.34271
C  -0.39572  0.68709  -1.77583
C  -0.32959  1.20259  -0.40727
C  -0.27425  1.63131  0.73046
C  -0.20719  2.14699  2.09891
H  -1.13654  -0.12731  -1.84318
H  0.58755  0.29474  -2.08544
H  -0.69008  1.48904  -2.47357
H  -1.16113  2.62716  2.37467
H  -0.00848  1.32618  2.80842
H  0.60073  2.89258  2.18827

Cartesian forces, eV/Å:
C 0.2 -0.5 -0.1
C 0.5 -0.1 1.9
C -0.1 -1.2 -1.4
C 0.4 -0.7 0.2
H -0.2 -0.5 0.2
H 0.4 0.0 0.0
H -0.2 0.4 0.0
H -0.2 -0.7 0.0
H 0.5 -0.3 -0.3
H -0.2 0.2 -0.2
C -0.2 0.7 -0.4
C -0.1 1.1 1.4
C -0.4 0.1 -1.9
C -0.2 0.4 0.2
H 0.3 0.7 0.0
H -0.5 0.4 0.1
H 0.1 -0.2 0.2
H 0.4 -0.1 -0.1
H -0.2 0.8 -0.2
H -0.3 -0.2 0.0

What are the Mulliken partial charges on each atom? They are as follows, in elementary charge units: C -1.537; C 0.864; C 0.466; C -1.917; H 0.361; H 0.375; H 0.310; H 0.376; H 0.327; H 0.372; C -1.755; C 0.578; C 0.575; C -1.351; H 0.309; H 0.311; H 0.381; H 0.291; H 0.374; H 0.289



Entry 6:
This record from OMol25 describes C8H12B2ClF6MgN4O10P as an isolated structure. The level of theory is wB97M-V/def2-TZVPD.

Output
LUMO: 0.7 eV
strongest force on any atom: 0.0628 hartree/bohr
E_tot: -2934.2995 Eh
HOMO: -4.572 eV
multiplicity: 1
orbital gap: 5.27 eV
total charge: -2

Atoms and positions in Å:
N  -0.34256  0.26007  3.23575
C  -1.48653  0.80723  2.44947
C  -0.94982  1.40227  1.07424
C  -1.47301  0.58093  -0.16698
N  -2.94619  0.34787  -0.06872
C  -3.47679  0.41985  -1.19824
O  -4.08338  0.37191  -2.17176
O  -1.24189  1.20618  -1.46097
C  -0.22580  2.21157  -1.44883
N  1.15095  1.68180  -1.44110
C  -0.46067  3.30984  -0.33795
N  -1.32736  2.82710  0.82259
Cl  -0.97755  3.90091  2.14560
H  0.32036  1.01045  3.45621
H  0.18503  -0.37166  2.61265
H  -2.17716  -0.06999  2.31629
H  -2.03149  1.54601  3.08785
H  0.17409  1.38291  1.14645
H  -0.96543  -0.42900  -0.17913
H  -0.30675  2.74475  -2.43921
H  1.21567  1.12316  -2.30234
H  1.28064  1.02027  -0.66880
H  0.56140  3.58373  0.12890
H  -0.93005  4.26163  -0.76908
H  -2.30394  2.87033  0.48990
B  0.85414  -3.50002  3.22902
F  1.31255  -2.83445  4.40532
F  1.09624  -2.66551  2.09399
F  1.54682  -4.72852  3.07868
F  -0.54003  -3.74839  3.34062
Mg  0.23747  5.58815  -0.60860
B  5.78717  -1.32278  -1.61476
O  4.62730  -2.04760  -1.05000
C  3.55388  -1.69807  -1.74590
O  2.43916  -2.10527  -1.54638
C  3.95092  -0.72628  -2.80366
O  3.21428  -0.21024  -3.61035
O  5.25234  -0.50423  -2.73021
F  6.74998  -2.23938  -2.10213
F  6.36849  -0.48417  -0.63204
O  -3.20006  -3.01139  -1.15583
P  -4.72506  -2.95593  -1.20139
O  -5.23826  -2.17359  0.00774
O  -5.28609  -4.37654  -1.18608
O  -5.18303  -2.25591  -2.48083

Cartesian forces, eV/Å:
N -0.1 0.8 -1.1
C 0.7 -1.0 0.6
C -0.3 -1.4 0.5
C -0.4 -1.3 -0.2
N 1.4 1.4 -1.0
C -0.6 -1.2 0.9
O 0.2 0.6 0.0
O 0.5 1.2 1.4
C 0.8 -0.2 -1.1
N -1.4 0.2 0.2
C 0.7 -0.8 0.1
N 1.0 0.0 -1.7
Cl -0.7 -0.1 0.3
H -0.3 -0.2 0.1
H -0.3 -0.4 0.7
H 0.6 1.1 -0.4
H 0.4 -0.3 -0.8
H -1.1 0.1 -0.2
H -0.4 1.0 0.3
H -0.2 -0.5 1.0
H 0.4 0.1 0.4
H 0.1 0.1 -0.3
H -1.4 -0.6 -0.7
H -0.5 -2.3 0.5
H -0.1 0.0 0.7
B -0.1 -0.3 0.0
F -0.1 -0.1 -0.4
F -0.2 0.0 0.5
F -0.2 0.5 0.1
F 0.5 0.2 0.0
Mg 1.4 2.9 -0.3
B 1.6 -0.3 0.7
O -0.3 0.4 -0.6
C -0.5 -1.5 1.7
O 0.0 0.4 -0.3
C 0.8 1.3 -1.4
O -0.3 0.0 0.2
O -0.7 -0.2 0.0
F -0.5 0.5 0.2
F -0.3 -0.4 -0.6
O -0.2 -0.1 -0.6
P -0.2 -0.1 0.2
O -0.4 0.0 -0.3
O 0.3 0.0 0.4
O 0.3 0.3 0.2

What are the Mulliken partial charges on each atom? They are as follows, in elementary charge units: N -0.573; C -0.644; C 0.073; C 0.163; N -0.519; C 0.549; O -0.374; O -0.498; C -0.084; N -0.594; C -0.942; N -0.019; Cl 0.034; H 0.255; H 0.266; H 0.333; H 0.365; H 0.031; H 0.560; H 0.401; H 0.280; H 0.262; H 0.560; H 0.476; H 0.492; B 0.628; F -0.426; F -0.394; F -0.392; F -0.422; Mg 0.104; B 0.546; O -0.380; C 0.637; O -0.615; C 0.661; O -0.666; O -0.422; F -0.370; F -0.371; O -0.359; P 0.893; O -0.486; O -0.539; O -0.481